(1)
{"formula": "C24H40BeF3NO15Zn", "method": "ωB97M-V with the def2-TZVPD basis set", "elements": ["Zn", "Be", "C", "O", "O", "C", "F", "F", "F", "C", "C", "H", "H", "H", "H", "H", "H", "N", "O", "O", "O", "C", "O", "C", "C", "O", "C", "H", "H", "H", "H", "H", "H", "H", "H", "H", "H", "O", "C", "O", "C", "C", "C", "H", "H", "H", "H", "H", "H", "O", "C", "O", "C", "C", "C", "H", "H", "H", "H", "H", "H", "O", "C", "O", "C", "C", "C", "H", "H", "H", "H", "H", "H", "O", "C", "O", "C", "C", "C", "H", "H", "H", "H", "H", "H"], "coordinates": [[-2.5024, 2.6492, -1.3160], [-4.1659, -0.6050, -0.1433], [-3.4664, 0.0373, -3.2561], [-3.8984, -1.1831, -2.5660], [-3.2505, 1.0550, -2.2907], [-2.2535, -0.2184, -4.2123], [-2.2971, -1.3949, -4.8169], [-2.0866, 0.7626, -5.1197], [-1.1233, -0.1908, -3.5839], [-4.6696, -2.3041, -3.1075], [-6.2527, -1.9978, -3.3853], [-6.8003, -2.8433, -3.8017], [-6.6143, -1.8648, -2.3656], [-6.3504, -1.0336, -3.8842], [-4.5792, -3.0686, -2.3358], [-4.1250, -2.8914, -3.8469], [-4.2960, 0.2333, -3.9354], [-0.6988, 0.3767, -0.1634], [-1.4700, -0.6114, -0.2054], [-0.9708, 1.5149, -0.5746], [0.3509, 0.1254, 0.4612], [3.6969, 1.3349, 0.0013], [4.5316, 0.3463, 0.6347], [4.0786, -0.1949, 1.8697], [4.5297, 0.6938, 3.0307], [4.1202, 0.1525, 4.2555], [4.7911, 0.7512, 5.4070], [3.3125, 2.0558, 0.7229], [2.9045, 0.8060, -0.5282], [4.3327, 1.8918, -0.6871], [4.6560, -1.1141, 1.7704], [3.0001, -0.3493, 1.8367], [4.2329, 1.7418, 2.9891], [5.6192, 0.7260, 3.0274], [4.8540, 1.8391, 5.3837], [5.7706, 0.2731, 5.4021], [4.3937, 0.4586, 6.3789], [1.3104, -4.8283, -4.7450], [1.3830, -3.9759, -3.8734], [2.1180, -4.0267, -2.7588], [1.7567, -3.0010, -1.8583], [0.4079, -2.4357, -2.3660], [0.3745, -2.8131, -3.7998], [2.6356, -2.3812, -1.6814], [1.7086, -3.6053, -0.9524], [0.4193, -1.3491, -2.2803], [-0.4249, -2.8115, -1.7717], [0.6841, -1.9069, -4.3203], [-0.6141, -3.1130, -4.1475], [0.6202, 4.4928, 2.2336], [0.3081, 3.4497, 2.7558], [1.2589, 2.6791, 3.3837], [0.6083, 1.4732, 3.7510], [-0.9008, 1.8331, 3.9315], [-1.0345, 2.8112, 2.7925], [1.0691, 1.0584, 4.6474], [0.7433, 0.7449, 2.9513], [-1.0122, 2.2071, 4.9493], [-1.6394, 1.0599, 3.7201], [-1.7010, 3.5617, 3.2175], [-1.1861, 2.2881, 1.8483], [-3.3514, -0.6999, 2.1731], [-2.7203, -1.1169, 3.1253], [-3.2244, -1.0971, 4.3500], [-2.3346, -1.7612, 5.2823], [-1.0723, -1.9962, 4.5595], [-1.4090, -1.8375, 3.0784], [-2.8972, -2.5832, 5.7249], [-2.1087, -1.1183, 6.1331], [-0.6384, -2.9523, 4.8520], [-0.3565, -1.2287, 4.8540], [-1.7532, -2.7775, 2.6470], [-0.5510, -1.5306, 2.4803], [-1.1776, 3.2047, -2.8331], [-0.0517, 2.9390, -3.2422], [0.1774, 2.6115, -4.4388], [1.4701, 2.0016, -4.6567], [2.3217, 2.6478, -3.5549], [1.3144, 2.9388, -2.4424], [2.0029, 2.2392, -5.5774], [1.5853, 0.9405, -4.4357], [2.7381, 3.6027, -3.8757], [3.1075, 1.9776, -3.2066], [1.4905, 3.9535, -2.0854], [1.2417, 2.2718, -1.5834]], "homo_lumo_gap_ev": [5.39, 5.39], "energy_ha": -4214.9569, "multiplicity": 2, "charge": 1, "homo_energy_ev": [-11.36, -11.41]}

---

(2)
{"formula": "C3H7NO2S", "method": "ωB97M-V with the def2-TZVPD basis set", "elements": ["C", "C", "C", "H", "H", "H", "H", "H", "H", "H", "N", "O", "O", "S"], "coordinates": [[-0.0699, -1.2094, -1.3692], [-0.6352, -0.7012, -0.0365], [-0.1882, 0.7347, 0.2579], [-1.3433, -0.5399, -2.8626], [-0.0891, 0.4893, -2.5788], [1.0325, -1.2649, -1.2599], [-0.4004, -2.2595, -1.4759], [-1.7378, -0.6779, -0.0968], [-0.6850, -1.4479, 1.7496], [1.0119, 2.1381, 1.3455], [-0.3517, -0.4930, -2.5905], [-0.1456, -1.5545, 0.9568], [-0.5011, 1.6810, -0.3864], [0.9504, 0.8161, 1.6023]], "smiles": "NC[C@@H](O)C(=O)S", "homo_lumo_gap_ev": 9.88, "energy_ha": -721.9237, "homo_energy_ev": -9.29}

---

(3)
{"formula": "C2HNO3", "method": "ωB97M-V with the def2-TZVPD basis set", "elements": ["C", "C", "N", "O", "O", "O", "H"], "coordinates": [[-0.9179, -0.1628, -0.3636], [-1.3144, -0.1784, -1.7748], [-0.9203, 0.3284, 1.9554], [-1.9907, 0.2675, 2.4045], [0.1835, 0.3815, 2.2566], [-0.6646, 0.8910, -1.3940], [-0.0480, -0.6134, -0.1524]], "homo_lumo_gap_ev": [9.54, 7.64], "energy_ha": -356.9158, "multiplicity": 3, "homo_energy_ev": [-9.22, -10.06]}

---

(4)
{"formula": "CH6O2", "method": "ωB97M-V with the def2-TZVPD basis set", "elements": ["C", "O", "H", "H", "H", "H", "H", "H", "O"], "coordinates": [[-0.7017, 0.3328, -0.6994], [-0.3893, -0.5747, -1.6807], [-1.4571, -0.1156, -0.0633], [0.2890, 0.5581, -0.1926], [-0.9760, 1.2874, -1.1684], [-0.6556, -1.4886, -1.4268], [1.2581, -0.5768, 2.0944], [0.4810, 0.5863, 2.6990], [1.0440, 0.3439, 1.9533]], "homo_lumo_gap_ev": [12.19, 5.80], "energy_ha": -191.7722, "multiplicity": 2, "charge": 1, "homo_energy_ev": [-16.47, -16.17]}

---

(5)
{"formula": "C4H9NS", "method": "ωB97M-V with the def2-TZVPD basis set", "elements": ["C", "C", "C", "C", "H", "H", "H", "H", "H", "H", "H", "H", "H", "N", "S"], "coordinates": [[-1.9828, 0.9448, -0.0995], [-0.3068, -1.1704, 0.4716], [0.6782, -0.4443, -0.5037], [1.5293, 0.4649, 0.3553], [-1.0725, 1.5135, -0.3684], [-2.7704, 1.1755, -0.7999], [-2.1247, 1.1513, 0.9256], [-0.1454, -0.9311, 1.4997], [-0.0690, -2.3070, 0.2809], [0.3073, -0.1588, -1.4919], [1.7756, 1.4847, -0.0751], [1.4679, 0.3760, 1.4416], [2.6108, -0.5322, -1.1632], [2.0841, -0.6915, -0.3114], [-1.9818, -0.8755, -0.1615]], "smiles": "CSC[C@H]1CN1", "homo_lumo_gap_ev": 9.53, "energy_ha": -610.6717, "homo_energy_ev": -8.52}

---

(6)
{"formula": "C41H40F5InNO7PSTe", "method": "ωB97M-V with the def2-TZVPD basis set", "elements": ["In", "C", "O", "C", "C", "C", "C", "C", "C", "O", "C", "O", "C", "H", "H", "H", "H", "H", "H", "H", "H", "H", "O", "C", "O", "C", "P", "C", "C", "C", "C", "C", "C", "C", "C", "C", "C", "C", "C", "H", "H", "H", "H", "H", "H", "H", "H", "H", "H", "H", "H", "C", "C", "C", "C", "C", "C", "C", "C", "C", "C", "H", "H", "H", "H", "H", "H", "H", "C", "C", "C", "O", "H", "H", "H", "H", "H", "H", "H", "S", "C", "N", "C", "C", "C", "C", "H", "H", "H", "H", "H", "F", "Te", "F", "F", "F", "F", "O"], "coordinates": [[0.2003, 0.1467, 0.8151], [2.9267, -5.5186, 3.8247], [1.6484, -6.0387, 3.5140], [0.7813, -5.1803, 2.8914], [-0.5143, -5.6902, 2.6646], [-1.4272, -4.8704, 2.0584], [-1.1426, -3.5474, 1.6604], [-2.2153, -2.7286, 1.1234], [-3.4940, -3.4071, 0.6420], [-2.1674, -1.5096, 1.0429], [0.1860, -3.0441, 1.8531], [0.6346, -1.9198, 1.4501], [1.1217, -3.9160, 2.4994], [3.4456, -6.2996, 4.3778], [2.8534, -4.6177, 4.4383], [3.4898, -5.2738, 2.9202], [-0.7610, -6.6948, 2.9811], [-2.4273, -5.2566, 1.8996], [-4.0805, -3.7714, 1.4892], [-3.2785, -4.2534, -0.0116], [-4.0798, -2.6628, 0.1065], [2.1063, -3.5003, 2.6443], [-1.8773, 0.7613, 4.5697], [-1.6952, 0.7048, 3.3563], [-0.5729, 0.4554, 2.7907], [-2.9220, 0.9616, 2.4572], [-2.4609, 1.5130, 0.7740], [-2.3591, 3.3261, 0.9601], [-1.7912, 3.8805, 2.1071], [-1.5698, 5.2471, 2.1942], [-1.8989, 6.0824, 1.1354], [-2.4497, 5.5388, -0.0171], [-2.6740, 4.1721, -0.1036], [-4.0311, 1.3032, -0.1530], [-5.1757, 2.0702, 0.0622], [-6.3362, 1.8286, -0.6590], [-6.3671, 0.8125, -1.6070], [-5.2345, 0.0422, -1.8286], [-4.0732, 0.2862, -1.1059], [-3.6002, 1.6452, 2.9683], [-3.4237, 0.0015, 2.3291], [-1.4906, 3.2425, 2.9291], [-1.1171, 5.6563, 3.0896], [-1.7131, 7.1480, 1.2022], [-2.6966, 6.1782, -0.8571], [-3.0864, 3.7537, -1.0149], [-5.1519, 2.8689, 0.7949], [-7.2180, 2.4340, -0.4823], [-7.2720, 0.6266, -2.1742], [-5.2457, -0.7458, -2.5725], [-3.1837, -0.3084, -1.2794], [-1.8080, 1.7395, -4.3993], [-1.3709, 2.3490, -3.2014], [-0.8323, 1.5979, -2.1937], [-0.6960, 0.1847, -2.3097], [-0.1901, -0.6167, -1.2318], [-0.0621, -1.9648, -1.4712], [-0.4392, -2.5637, -2.6941], [-0.9693, -1.8115, -3.7015], [-1.1118, -0.4142, -3.5312], [-1.6710, 0.3912, -4.5584], [-2.2403, 2.3427, -5.1904], [-1.4554, 3.4237, -3.0803], [-0.4709, 2.0693, -1.2840], [0.3382, -2.6021, -0.6956], [-0.3144, -3.6346, -2.8206], [-1.2815, -2.2631, -4.6386], [-1.9887, -0.0919, -5.4780], [1.7251, 3.8425, -0.7777], [1.7983, 2.8305, 0.3665], [2.1361, 3.5328, 1.6804], [0.5723, 2.1747, 0.4731], [2.6586, 4.4082, -0.8704], [0.9038, 4.5438, -0.5909], [1.5329, 3.3330, -1.7240], [2.6158, 2.1295, 0.1439], [1.3517, 4.2599, 1.9136], [3.0996, 4.0526, 1.6256], [2.1805, 2.7983, 2.4854], [3.2203, -0.3768, -1.8953], [4.7521, -0.7694, -2.3627], [5.7033, -1.1915, -1.4524], [6.9798, -1.5267, -1.7519], [7.4333, -1.4856, -3.0264], [6.5132, -1.0737, -4.0350], [5.2397, -0.7349, -3.7219], [5.4186, -1.2250, -0.4824], [7.5880, -1.8213, -0.9079], [8.4536, -1.7541, -3.2550], [6.8387, -1.0307, -5.0681], [4.5302, -0.4200, -4.4732], [3.5528, -2.0156, 0.7355], [3.8673, -0.5867, 1.8898], [3.4761, -1.7914, 3.2730], [4.6282, 0.4482, 3.2470], [4.7750, 0.5347, 0.6884], [5.5937, -1.4116, 1.8593], [2.3064, 0.2588, 1.7434]], "homo_lumo_gap_ev": 6.71, "energy_ha": -3865.0116, "charge": -2, "homo_energy_ev": -2.78}